Below is a cluster of 12 separate species, C32H77N5O18PS5 in total in a non-equilibrium geometry, with properties calculated with ωB97M-V with the def2-TZVPD basis set.

Calculated values
Frontier orbital gap (alpha / beta) (eV): 3.14 / 5.50
Expectation value of S²: 0.762

Structure (ORCA input):
```
! wB97M-V def2-TZVPD RIJCOSX def2/J DEFGRID3
* xyz 2 2
N 0.03071 4.37540 -1.76138
H 0.56235 5.23234 -1.81716
H 0.79022 3.71066 -1.72447
H -0.69397 4.35366 -2.46456
H -0.40140 4.40884 -0.84909
N -6.45719 -0.59703 -1.08222
H -6.80936 -1.32761 -0.48028
H -6.78181 -0.59920 -2.03863
H -5.45845 -0.74641 -1.06507
H -6.73772 0.27475 -0.65631
N -4.41394 -0.49026 -4.57458
H -3.84125 -0.68974 -5.38225
H -4.88173 0.38325 -4.77020
H -3.82873 -0.25366 -3.78614
H -5.01159 -1.22430 -4.22232
N -1.52009 2.20164 -5.10700
H -1.63983 2.87345 -4.36240
H -1.65521 1.26676 -4.74944
H -0.59142 2.45883 -5.40954
H -2.15099 2.32645 -5.88577
N -2.46137 3.45761 1.84367
H -2.76418 3.61496 0.89307
H -1.55485 3.01234 1.85162
H -3.18804 2.92441 2.29948
H -2.34295 4.28548 2.40998
C -2.05374 0.15760 0.61920
C -0.80284 0.75387 0.62404
C -0.06402 1.15810 -0.58663
O 1.05542 1.82044 -0.61294
C -0.54474 0.93997 -1.78836
C -1.99324 0.60060 -1.90874
C -2.80157 -0.05347 -0.65440
O -3.84915 -0.68643 -0.84201
O -2.59294 0.66867 -2.96683
O -0.47721 1.06507 1.88628
H -2.49494 -0.27108 1.50688
H -0.00522 1.24018 -2.67447
C -1.81290 -4.07678 -5.94943
C -1.95186 -3.95639 -4.37883
C -0.89719 -2.94564 -3.88695
S -0.64810 -1.68895 -5.33419
O 0.75056 -1.24467 -5.28134
O -1.68128 -0.66454 -5.38382
C -0.87855 -3.03102 -6.61442
H -2.81082 -3.86410 -6.33286
H -1.59912 -5.06827 -6.34859
H -1.81591 -4.96014 -3.97619
H -3.00526 -3.77336 -4.16685
H -0.07986 -3.64115 -3.69631
H -1.05578 -2.47885 -2.91481
H 0.14763 -3.39726 -6.64462
H -1.24979 -2.60084 -7.54460
C 1.16007 -3.08717 -0.49545
C 1.60903 -1.81254 -1.15013
C 2.85517 -2.30294 -2.08175
S 3.07221 -4.12558 -1.78836
O 4.48021 -4.49152 -1.74906
O 2.09982 -4.75751 -2.71561
C 2.29639 -3.97612 -0.13040
H 0.37673 -3.50519 -1.12770
H 0.66204 -2.78853 0.42698
H 2.02135 -1.03972 -0.50141
H 0.86689 -1.50733 -1.88782
H 3.77219 -1.85685 -1.69679
H 2.71752 -2.24391 -3.16141
H 3.03917 -3.62531 0.58605
H 1.80233 -4.89805 0.17629
C -2.88670 -3.50239 0.61908
C -3.18118 -4.11275 2.01839
C -4.67528 -4.20768 2.36585
S -5.50736 -4.21459 0.67309
O -6.29254 -3.02305 0.54397
O -6.05596 -5.53240 0.41576
C -3.95655 -3.97619 -0.37382
H -1.93776 -3.80694 0.17765
H -3.05470 -2.44151 0.80457
H -2.52143 -3.69060 2.77642
H -2.79980 -5.13219 1.96007
H -5.16148 -3.34941 2.82961
H -4.92932 -5.15452 2.84235
H -4.22944 -3.49481 -1.31292
H -3.70973 -4.96410 -0.76268
C -0.75431 0.58321 5.57764
C 0.02383 -0.59856 5.16722
C -1.03576 -1.71679 4.70634
S -2.68310 -1.11359 4.95206
O -3.17191 -1.66102 6.22583
O -3.59932 -1.25950 3.79350
C -2.25834 0.57113 5.17962
H -0.30562 1.44644 5.08612
H -0.58737 0.89169 6.60966
H 0.48551 -1.00765 6.06589
H 0.89604 -0.54976 4.51532
H -0.94891 -2.58723 5.35663
H -1.00963 -1.90806 3.63357
H -3.02174 0.89614 5.88651
H -2.37051 0.93425 4.15803
C 4.45333 1.06225 -3.97623
C 4.62469 1.47639 -5.46713
C 3.84035 2.70990 -5.69576
S 2.47675 2.99867 -4.42301
O 1.13922 2.75801 -4.94767
O 2.79702 4.24801 -3.69903
C 3.12549 1.54392 -3.45966
H 5.20313 1.49885 -3.31647
H 4.74784 0.01288 -3.96249
H 4.06043 0.69434 -5.97517
H 5.60274 1.56823 -5.93943
H 3.26951 2.60213 -6.61805
H 4.43584 3.59717 -5.91085
H 2.26798 0.90067 -3.65717
H 3.13155 1.60837 -2.37159
C 2.27796 2.26614 8.62710
C 2.45426 1.84158 7.11275
O 3.68939 2.26269 6.65750
P 3.90489 3.52082 5.56361
O 2.91742 4.59616 5.59775
O 5.43782 4.09852 5.67833
C 5.77143 5.19022 4.90225
C 6.98434 4.60860 4.11316
O 4.07338 2.75813 4.16153
C 2.97377 2.20215 3.51883
C 3.35474 1.68348 2.14565
H 2.87883 3.12162 8.93565
H 1.21050 2.42545 8.77953
H 2.47627 1.44099 9.31114
H 2.26343 0.77636 6.98233
H 1.67605 2.34088 6.53552
H 4.97894 5.43267 4.19424
H 6.01677 6.09138 5.46423
H 7.40736 5.35490 3.44071
H 7.76643 4.48768 4.86270
H 6.75822 3.70750 3.54308
H 2.50386 1.52256 4.22977
H 2.22274 2.97541 3.35718
H 2.44392 1.64829 1.54793
H 4.16003 2.19786 1.62122
H 3.64544 0.63475 2.08440
*
```

Atomic partial charges in e from the Löwdin method, atoms 1 to 6:
1 N 0.31
2 H 0.14
3 H 0.09
4 H 0.10
5 H 0.11
6 N 0.31

***

Below is an isolated molecule of C3H4N2O3 in a non-equilibrium geometry, with properties calculated with ωB97M-V with the def2-TZVPD basis set.

Calculated values
SMILES: [H]/N=c1/cc(O)on1O
Frontier orbital gap (eV): 9.37

Structure (ORCA input):
```
! wB97M-V def2-TZVPD RIJCOSX def2/J DEFGRID3
* xyz 0 1
H 2.75379 0.46567 -0.13709
N 1.95050 1.11877 -0.04229
C 0.85779 0.51542 -0.27022
C -0.52382 0.99111 -0.14349
C -1.32349 -0.09742 -0.19389
O -2.61096 -0.29199 0.07205
O -0.67071 -1.27570 -0.46821
N 0.77957 -0.89861 -0.67071
O 1.48223 -1.67204 0.26253
H -0.80699 2.04352 0.01884
H -3.03673 0.50731 0.41493
H 1.14884 -1.40603 1.15756
*
```

Atomic partial charges in e from the Löwdin method, atoms 1 to 6:
1 H 0.07
2 N 0.14
3 C -0.41
4 C 0.03
5 C -0.39
6 O 0.14

***

Below is a cluster of 2 separate species, CH5IN2 in total in a non-equilibrium geometry, with properties calculated with ωB97M-V with the def2-TZVPD basis set.

Calculated values
Frontier orbital gap (eV): 8.80

Structure (ORCA input):
```
! wB97M-V def2-TZVPD RIJCOSX def2/J DEFGRID3
* xyz 0 1
C -0.42782 0.77552 -1.78237
N -0.74053 0.11929 -0.77906
N 1.38251 -0.97706 1.25664
I 0.33000 0.29462 2.07375
H -1.21094 0.24417 1.24261
H 0.06625 0.49539 -2.74058
H -0.83364 1.74403 -1.83393
H -0.58278 -0.86940 -0.85239
H 1.42210 -1.87391 1.91859
*
```

Atomic partial charges in e from the Löwdin method, atoms 1 to 6:
1 C -0.13
2 N -0.07
3 N -0.80
4 I 1.04
5 H -0.14
6 H 0.08

***

Below is a structure of composition C30H19F12N4O2PtS, with properties calculated with ωB97M-V with the def2-TZVPD basis set.

Calculated values
Frontier orbital gap (eV): 5.74

Structure (ORCA input):
```
! wB97M-V def2-TZVPD RIJCOSX def2/J DEFGRID3
* xyz -1 1
Pt 0.97327 -0.18488 -0.37366
C -5.40075 3.29577 0.12632
C -4.23287 2.34669 0.09591
C -4.39072 0.96963 0.05210
C -3.29141 0.14843 -0.02832
C -1.95167 0.61056 -0.10856
N -0.99151 -0.34853 -0.36989
C -1.33236 -1.66154 -0.72584
C -2.14644 -1.91271 -1.83484
C -2.44478 -3.19435 -2.25318
C -1.93181 -4.29232 -1.57640
C -2.23209 -5.70367 -2.00783
C -1.10777 -4.05037 -0.48484
C -0.78384 -2.76940 -0.04754
C 0.12968 -2.55151 1.17456
O 0.99782 -1.49268 1.13680
C 1.06216 -3.78338 1.41801
F 0.44067 -4.89724 1.87386
F 1.69726 -4.12564 0.28444
F 2.01559 -3.50812 2.32051
C -0.78782 -2.37877 2.42327
F -0.07766 -2.34543 3.56398
F -1.68202 -3.38617 2.55460
F -1.48522 -1.24754 2.35081
C -1.77049 2.01883 0.12091
C -2.92963 2.80413 0.16944
C -0.44723 2.78100 0.54217
O 0.73578 2.26320 0.26830
C -0.54150 2.94976 2.10548
F 0.45197 3.74352 2.56421
F -0.40104 1.75643 2.69378
F -1.68954 3.48493 2.58994
C -0.43648 4.24324 -0.08964
F -1.19946 5.19673 0.51124
F -0.83146 4.21034 -1.38954
F 0.80151 4.75621 -0.10170
H -6.32514 2.76907 0.37143
H -5.55224 3.78933 -0.83816
H -5.25639 4.08126 0.87127
H -5.38021 0.52457 0.09648
H -3.46428 -0.91736 -0.02401
H -2.56040 -1.06150 -2.36204
H -3.08116 -3.34116 -3.11992
H -2.99723 -5.72263 -2.78499
H -2.59189 -6.30564 -1.17082
H -1.34323 -6.19922 -2.40561
H -0.71659 -4.91173 0.03696
H -2.81237 3.86569 0.32317
N 4.50563 1.79121 -0.83650
C 5.03040 1.01299 0.18307
C 6.23450 1.05498 0.87566
C 6.40657 0.10732 1.86760
C 5.41724 -0.84291 2.16748
C 4.22032 -0.88519 1.48003
C 4.04903 0.05827 0.47278
N 2.97008 0.27266 -0.36178
C 3.26483 1.31148 -1.10657
C 2.27587 1.77704 -2.05914
C 2.30141 2.72410 -3.02616
S 0.78358 2.77408 -3.81739
C 0.20759 1.51317 -2.82131
N 1.08122 1.09345 -1.96367
H 4.90369 2.62953 -1.21743
H 6.99616 1.79293 0.66039
H 7.32685 0.10417 2.43758
H 5.59688 -1.55097 2.96577
H 3.42201 -1.58163 1.70104
H 3.10203 3.39246 -3.29237
H -0.80290 1.13501 -2.85171
*
```

Atomic partial charges in e from the Löwdin method, atoms 1 to 6:
1 Pt 1.25
2 C -0.07
3 C -0.29
4 C -0.06
5 C -0.04
6 C -0.20

***

Below is a cluster of 2 separate species, C3H4F2O in total in a non-equilibrium geometry, with properties calculated with ωB97M-V with the def2-TZVPD basis set.

Calculated values
SMILES: C=C(F)F.C=O
Frontier orbital gap (eV): 10.93

Structure (ORCA input):
```
! wB97M-V def2-TZVPD RIJCOSX def2/J DEFGRID3
* xyz 0 1
C 0.29579 1.55289 -0.55045
C 1.27921 0.93447 0.01053
F 2.42215 0.83390 -0.60363
F 1.44764 0.41623 1.27425
H 0.33432 2.01656 -1.52672
H -0.60165 1.79129 -0.00251
C -1.34244 -1.84821 0.39224
O -0.32342 -2.23953 -0.16923
H -1.35690 -1.79324 1.46241
H -2.15470 -1.66436 -0.28688
*
```

Atomic partial charges in e from the Löwdin method, atoms 1 to 6:
1 C 0.08
2 C -0.44
3 F 0.13
4 F 0.08
5 H 0.08
6 H 0.07

***

Below is the ion C3H6N5O3 with charge +1 in a non-equilibrium geometry, with properties calculated with ωB97M-V with the def2-TZVPD basis set.

Calculated values
SMILES: N=C=NCO[N+](=O)/C=[N+](/N)[O-]
Frontier orbital gap (eV): 7.50

Structure (ORCA input):
```
! wB97M-V def2-TZVPD RIJCOSX def2/J DEFGRID3
* xyz 1 1
N -2.85585 1.59646 1.26461
C -2.83710 0.88728 0.27637
N -2.77729 -0.01692 -0.53965
C -2.19046 -1.25272 -0.74283
O -0.83580 -1.23381 0.06137
N 0.16480 -0.51074 -0.54165
O -0.03076 -0.13826 -1.67687
C 1.22305 -0.20737 0.23016
N 2.43354 0.23277 -0.23683
N 3.43858 0.32219 0.65411
O 2.54581 0.65563 -1.35151
H -2.65952 2.63168 1.25157
H -2.06949 -1.38960 -1.80484
H -2.37604 -2.19410 -0.16963
H 1.20189 -0.21468 1.31615
H 4.19939 0.88605 0.43964
H 3.42523 -0.05385 1.56982
*
```

Atomic partial charges in e from the Löwdin method, atoms 1 to 6:
1 N 0.18
2 C -0.25
3 N 0.11
4 C -0.07
5 O 0.00
6 N -0.19

***

Below is a structure of composition C48H60N5O3SSeV in a non-equilibrium geometry, with properties calculated with ωB97M-V with the def2-TZVPD basis set.

Calculated values
Frontier orbital gap (alpha / beta) (eV): 5.80 / 5.61
Expectation value of S²: 2.070

Structure (ORCA input):
```
! wB97M-V def2-TZVPD RIJCOSX def2/J DEFGRID3
* xyz 0 3
V 0.95634 -0.15057 -1.43682
C -3.67987 5.18280 0.60524
C -4.26175 3.83008 1.03611
C -5.74146 3.79793 0.59058
C -4.19495 3.61550 2.57554
C -3.41337 2.71314 0.41387
C -2.02478 2.63474 0.63252
C -1.25312 1.58837 0.12945
Se 0.63793 1.44372 0.64675
C 0.29059 0.00974 1.81112
C -0.22864 0.32491 3.05346
C -0.56289 -0.66935 3.93977
C -0.39138 -1.99287 3.56103
C 0.18234 -2.38618 2.36618
C 0.49542 -1.29864 1.39318
O 0.96292 -1.37667 0.15847
C 0.44129 -3.87259 2.25485
C 0.94958 -4.23786 0.86112
C 1.46196 -4.29786 3.31263
C -0.90378 -4.63922 2.42536
C -1.06089 -0.37772 5.32604
C -1.24769 -1.62241 6.22956
C -2.42041 0.37754 5.29987
C 0.00557 0.54257 6.03134
C -1.84958 0.65361 -0.79027
O -1.05649 -0.13986 -1.45357
C -3.30546 0.67953 -0.93674
C -4.02048 1.73509 -0.36363
C -4.18983 -0.40620 -1.67934
C -4.72390 0.24514 -2.96491
C -5.35427 -0.90726 -0.78100
C -3.40295 -1.65179 -2.04674
H -4.24721 5.99559 1.07870
H -3.75842 5.36763 -0.46962
H -2.63054 5.28328 0.89073
H -6.26551 4.62832 1.06944
H -6.23016 2.89452 0.95760
H -5.87570 3.88630 -0.48738
H -4.82054 4.34463 3.11316
H -3.17995 3.67110 2.91432
H -4.54738 2.60621 2.79457
H -1.53172 3.39922 1.23530
H -0.36284 1.35601 3.32650
H -0.65361 -2.76820 4.27906
H 1.89517 -3.76538 0.60355
H 0.21951 -3.93305 0.10063
H 1.05877 -5.32918 0.77907
H 2.34129 -3.65320 3.23326
H 1.80137 -5.31330 3.13696
H 1.11985 -4.20611 4.34057
H -1.64086 -4.29342 1.70062
H -1.37219 -4.43734 3.41804
H -0.76563 -5.69740 2.28557
H -2.10289 -2.21377 5.87470
H -1.59118 -1.27997 7.22197
H -0.36397 -2.23862 6.31226
H -3.14574 -0.17951 4.70525
H -2.30079 1.35898 4.90163
H -2.79339 0.43461 6.33282
H 0.95062 0.02851 6.18621
H -0.41400 0.77719 7.00949
H 0.13936 1.44170 5.45051
H -5.08276 1.84646 -0.56005
H -5.29270 1.14424 -2.74838
H -5.33735 -0.50744 -3.49522
H -3.89225 0.51838 -3.65050
H -6.00536 -0.07185 -0.47139
H -4.94742 -1.31574 0.14946
H -5.92103 -1.68040 -1.24309
H -2.61858 -1.45776 -2.78475
H -4.05892 -2.45750 -2.42407
H -2.85367 -2.08525 -1.18435
C 0.03094 -2.09550 -5.19606
C 0.24102 -1.06784 -4.13295
N 0.87760 -1.44825 -2.99063
N 1.82286 -2.38028 -2.97905
C 2.94176 -1.86097 -2.42894
O 2.89876 -0.70088 -1.90747
C 4.19246 -2.63382 -2.43570
C 5.31482 -2.25886 -1.67162
C 6.40242 -3.15957 -1.57852
C 6.37520 -4.39461 -2.21627
C 5.25216 -4.73936 -2.99196
C 4.17147 -3.85235 -3.13990
C -0.00994 0.33632 -4.19063
C -0.88851 0.98243 -5.10878
C -0.90063 2.36233 -5.21793
C -0.22210 3.10105 -4.24653
C 0.48584 2.42214 -3.24568
N 0.65280 1.10187 -3.22911
H 0.30313 -3.03799 -4.77212
H -1.04940 -2.10620 -5.42771
H 0.58119 -1.90252 -6.12810
H 5.35063 -1.30301 -1.12322
H 7.26004 -2.90098 -0.97994
H 7.16374 -5.13452 -2.11113
H 5.25855 -5.69451 -3.50677
H 3.27107 -4.17740 -3.66100
H -1.53191 0.37255 -5.74006
H -1.45231 2.83203 -6.00216
H -0.31515 4.17724 -4.17045
H 0.96567 3.01300 -2.44817
C 3.67779 4.80856 -0.26682
C 4.43073 3.49226 -0.33872
C 5.17969 3.05172 -1.41709
C 5.74091 1.75613 -1.41775
N 5.58534 0.92098 -0.38336
C 4.89847 1.35145 0.69849
S 4.45975 0.40228 2.04077
N 4.35143 2.61171 0.70537
C 6.48786 1.17730 -2.60715
H 3.50997 5.21430 -1.27668
H 4.17902 5.56067 0.33529
H 2.70922 4.63993 0.20765
H 5.38303 3.74130 -2.25373
H 3.84572 2.88085 1.56469
H 7.07626 1.94440 -3.13338
H 5.83896 0.70693 -3.34513
H 7.18398 0.44191 -2.21805
*
```

Atomic partial charges in e from the Löwdin method, atoms 1 to 6:
1 V 0.93
2 C -0.06
3 C -0.54
4 C -0.07
5 C -0.04
6 C -0.19